Formula: C6H6N2
Source: OMol25
Level of theory: ωB97M-V/def2-TZVPD

Structure (ORCA input):
```
! RIJCOSX wB97M-V def2-TZVPD def2/J DEFGRID3
* xyz 0 1
C 2.363 -0.208 -0.178
C 1.422 -1.079 0.112
C 0.016 -0.828 -0.128
C -2.192 -0.081 -0.155
C -0.771 0.394 -0.322
C -0.633 1.658 0.121
H 3.481 -0.162 -0.129
H 1.996 0.896 -0.457
H 1.639 -2.130 0.282
H -3.090 0.300 -0.308
H -1.534 2.133 0.183
H 0.313 2.241 0.877
N -0.794 -1.771 0.070
N -2.216 -1.363 0.032
*
```

Computed properties:
LUMO energy ... -0.589 eV
Molecular weight ... 106.1 g mol⁻¹
Total energy ... -341.563733 hartree
HOMO ... -9.6 eV
Energy relative to the best compared isomer or geometry (same formula, charge and spin) ... 99.67 kcal per mole

These are the natural (NBO) partial charges, in e, on atoms 1 to 6: C -0.344; C -0.232; C 0.136; C 0.033; C -0.150; C -0.219

***

Formula: C6H6N2
Source: OMol25
Level of theory: ωB97M-V/def2-TZVPD

Structure (ORCA input):
```
! RIJCOSX wB97M-V def2-TZVPD def2/J DEFGRID3
* xyz 0 1
C 1.299 1.286 0.868
C 1.041 1.017 -0.371
C 0.233 -0.156 -0.795
C -0.776 -0.717 0.183
C -1.234 0.001 -1.065
N 1.345 1.637 2.029
C -0.926 -2.121 0.302
N -1.033 -3.263 0.413
H 2.092 1.364 2.660
H 1.480 1.629 -1.158
H 0.761 -0.875 -1.415
H -0.902 -0.202 1.121
H -1.686 -0.570 -1.866
H -1.692 0.970 -0.904
*
```

Computed properties:
SMILES ... N#C[C@@H]1C[C@H]1C=C=N
LUMO energy ... 0.785 eV
Molecular weight ... 106.1 g mol⁻¹
Total energy ... -341.659126 hartree
HOMO ... -9.1 eV
Energy relative to the best compared isomer or geometry (same formula, charge and spin) ... 39.81 kcal per mole

These are the natural (NBO) partial charges, in e, on atoms 1 to 6: C 0.437; C -0.442; C -0.194; C -0.358; C -0.373; N -0.629

***

Formula: C6H6N2
Source: OMol25
Level of theory: ωB97M-V/def2-TZVPD

Structure (ORCA input):
```
! RIJCOSX wB97M-V def2-TZVPD def2/J DEFGRID3
* xyz 0 1
C -1.835 -0.091 -0.310
C -0.432 -0.295 -0.461
C 0.310 0.913 0.082
C 0.617 -0.963 0.404
C 2.000 -0.662 -0.454
C 1.690 0.728 -0.615
H -0.610 -0.394 -1.451
H -0.129 1.793 0.050
H 0.960 0.673 1.928
H 0.285 -2.006 0.605
H 2.678 -1.398 -0.509
H 1.955 1.867 -1.145
N -3.018 -0.010 -0.165
N 0.270 0.250 1.401
*
```

Computed properties:
LUMO energy ... 0.376 eV
Molecular weight ... 106.1 g mol⁻¹
Total energy ... -341.510530 hartree
HOMO ... -9.7 eV
Energy relative to the best compared isomer or geometry (same formula, charge and spin) ... 133.05 kcal per mole

These are the natural (NBO) partial charges, in e, on atoms 1 to 6: C 0.291; C -0.356; C -0.097; C -0.063; C -0.210; C -0.180

***

Formula: C6H6N2O
Source: OMol25
Level of theory: ωB97M-V/def2-TZVPD

Structure (ORCA input):
```
! RIJCOSX wB97M-V def2-TZVPD def2/J DEFGRID3
* xyz 0 1
C -0.448 -0.909 -1.256
C -0.249 -2.184 -1.561
C -0.023 -0.701 0.175
C 0.467 -2.135 0.562
C -1.130 -0.007 1.002
C 0.693 1.128 1.464
N -0.721 0.977 1.660
N 1.094 0.223 0.379
O 0.304 -2.866 -0.475
H -0.856 -0.138 -1.878
H -0.412 -2.759 -2.451
H -2.153 -0.337 1.006
H 0.942 2.171 1.256
H 1.194 0.829 2.392
H 1.295 0.731 -0.474
*
```

Computed properties:
LUMO energy ... 0.329 eV
Molecular weight ... 122.1 g mol⁻¹
Total energy ... -416.836912 hartree
HOMO ... -8.6 eV
Energy relative to the best compared isomer or geometry (same formula, charge and spin) ... 85.82 kcal per mole

These are the natural (NBO) partial charges, in e, on atoms 1 to 6: C -0.260; C 0.093; C -0.170; C 0.325; C 0.119; C -0.091

***

Formula: C6H6N2O2
Source: OMol25
Level of theory: ωB97M-V/def2-TZVPD

Structure (ORCA input):
```
! RIJCOSX wB97M-V def2-TZVPD def2/J DEFGRID3
* xyz 0 1
C -0.995 -0.666 0.561
C -0.861 -1.197 -0.691
C -0.053 -0.656 -1.706
C 0.580 0.631 -1.435
C 0.695 0.901 -0.110
C -0.064 0.339 1.115
H -0.645 -1.665 2.543
H -2.380 -1.857 1.412
H -1.842 -1.753 -0.879
H -0.239 -0.879 -2.713
H 0.958 1.020 -2.508
H 0.017 0.626 2.132
N -1.711 -1.102 1.781
N 1.867 1.941 0.113
O 1.691 2.672 1.149
O 2.981 1.646 -0.765
*
```

Computed properties:
LUMO energy ... -1.176 eV
Molecular weight ... 138.1 g mol⁻¹
Total energy ... -491.893519 hartree
HOMO ... -9.2 eV
Energy relative to the best compared isomer or geometry (same formula, charge and spin) ... 219.59 kcal per mole

These are the natural (NBO) partial charges, in e, on atoms 1 to 6: C 0.135; C -0.274; C -0.155; C -0.238; C 0.082; C -0.180

***

Formula: C6H6N2O4
Source: OMol25
Level of theory: ωB97M-V/def2-TZVPD

Structure (ORCA input):
```
! RIJCOSX wB97M-V def2-TZVPD def2/J DEFGRID3
* xyz 0 1
C -0.419 2.009 0.055
C -1.528 1.105 -0.054
C 0.713 1.266 -0.145
C -0.904 -0.235 0.046
C -2.986 1.167 0.155
C 1.463 -1.096 0.152
N 0.459 -0.054 0.009
N -3.938 0.267 -0.085
O -5.057 0.535 0.257
O -3.590 -0.961 -0.482
O 1.888 1.788 -0.464
O -1.368 -1.262 0.454
H -3.377 2.120 0.650
H 1.873 -0.844 1.082
H 1.019 -2.041 0.162
H 2.157 -0.936 -0.728
H 1.733 2.786 -0.316
H -2.630 -1.090 -0.235
*
```

Computed properties:
SMILES ... CN1C(=O)C(/C=[N+](/[O-])O)=C=C1O
LUMO energy (alpha / beta) ... -1.713 / -1.542 eV
Molecular weight ... 170.1 g mol⁻¹
Total energy ... -642.463327 hartree
HOMO (alpha / beta) ... -8.3 / -8.2 eV
Energy relative to the best compared isomer or geometry (same formula, charge and spin) ... 134.97 kcal per mole

These are the natural (NBO) partial charges, in e, on atoms 1 to 6: C -0.294; C -0.194; C 0.541; C 0.652; C -0.109; C -0.406

***

Formula: C6H6N2O5V
Source: OMol25
Level of theory: ωB97M-V/def2-TZVPD

Structure (ORCA input):
```
! RIJCOSX wB97M-V def2-TZVPD def2/J DEFGRID3
* xyz 2 4
O 1.375 2.777 0.613
C 0.851 1.848 0.062
V -0.007 0.358 -0.811
O 2.296 -2.691 2.363
C 1.914 -2.040 1.524
C 1.118 -0.323 -2.295
O 1.874 -0.844 -3.123
C -1.510 -0.949 -0.515
O -2.380 -1.740 -0.356
C -2.338 2.740 3.315
N -2.689 2.726 1.919
C -2.185 1.759 1.016
N -2.530 1.989 -0.258
O -1.444 0.861 1.364
H -1.467 2.072 3.481
H -3.182 2.378 3.949
H -2.080 3.762 3.650
H -3.313 3.421 1.569
H -2.413 1.186 -0.866
H -3.370 2.518 -0.456
*
```

Computed properties:
LUMO energy (alpha / beta) ... -10.787 / -11.131 eV
<S²> ... 3.7718
Molecular weight ... 237.1 g mol⁻¹
Total energy ... -1661.203863 hartree
HOMO (alpha / beta) ... -16.9 / -16.9 eV
Energy relative to the best compared isomer or geometry (same formula, charge and spin) ... 7.65 kcal per mole

These are the natural (NBO) partial charges, in e, on atoms 1 to 6: O -0.232; C 0.444; V 1.115; O -0.399; C 0.438; C 0.449

***

Formula: C6H6N2S
Source: OMol25
Level of theory: ωB97M-V/def2-TZVPD

Structure (ORCA input):
```
! RIJCOSX wB97M-V def2-TZVPD def2/J DEFGRID3
* xyz 0 3
C 1.374 -1.610 -1.213
C 1.412 -0.502 -0.504
C 0.078 -2.247 -0.832
C -0.485 1.285 1.611
C -1.265 2.021 0.581
C 0.062 -0.300 0.042
N -0.645 -1.531 -0.098
N 0.096 0.194 1.361
S -0.862 1.091 -1.030
H 2.059 -2.069 -1.787
H 2.185 0.291 -0.307
H -0.243 -3.310 -1.179
H -0.547 1.827 2.514
H -2.370 1.862 0.559
H -0.848 2.998 0.281
*
```

Computed properties:
LUMO energy (alpha / beta) ... 0.536 / -3.018 eV
<S²> ... 2.0114
Molecular weight ... 138.2 g mol⁻¹
Total energy ... -739.721093 hartree
HOMO (alpha / beta) ... -5.3 / -9.0 eV
Energy relative to the best compared isomer or geometry (same formula, charge and spin) ... 25.03 kcal per mole

These are the natural (NBO) partial charges, in e, on atoms 1 to 6: C -0.281; C -0.272; C 0.026; C 0.092; C -0.599; C 0.078

***

Formula: C6H6N4Se
Source: OMol25
Level of theory: ωB97M-V/def2-TZVPD

Structure (ORCA input):
```
! RIJCOSX wB97M-V def2-TZVPD def2/J DEFGRID3
* xyz 0 1
C -0.401 -0.689 3.386
C 2.038 0.718 -0.149
C 0.065 0.031 0.386
C 0.868 -0.017 1.596
C -2.795 -0.044 3.020
C -1.852 -0.286 -1.762
N 0.733 -0.455 2.818
N -1.633 -0.311 3.054
N 0.857 0.358 -0.618
N 2.113 0.464 1.111
Se -1.708 -0.448 0.150
H -0.374 -1.259 4.385
H 2.749 1.294 -0.866
H -2.920 -0.321 -2.107
H -1.312 0.582 -2.134
H -1.371 -1.145 -2.277
H 3.021 0.465 1.593
*
```

Computed properties:
LUMO energy (alpha / beta) ... -0.285 / -0.286 eV
Molecular weight ... 213.1 g mol⁻¹
Total energy ... -2852.585169 hartree
HOMO (alpha / beta) ... -7.6 / -7.6 eV
Energy relative to the best compared isomer or geometry (same formula, charge and spin) ... 43.87 kcal per mole

These are the natural (NBO) partial charges, in e, on atoms 1 to 6: C 0.204; C 0.200; C -0.068; C 0.165; C 0.370; C -0.817

***

Formula: C6H6NO
Source: OMol25
Level of theory: ωB97M-V/def2-TZVPD

Structure (ORCA input):
```
! RIJCOSX wB97M-V def2-TZVPD def2/J DEFGRID3
* xyz 1 3
C -0.190 0.938 -0.535
C -0.318 -0.531 -0.999
C -0.313 -1.352 0.123
C 0.552 -0.729 1.074
C 0.781 0.709 0.587
C 1.163 -1.182 -0.570
N 1.855 0.027 -0.140
O 3.008 0.214 -0.202
H 0.115 1.668 -1.359
H -1.237 1.358 -0.431
H -0.727 -0.951 -1.854
H -0.623 -2.301 0.122
H 0.895 -1.304 1.988
H 1.091 1.620 1.130
*
```

Computed properties:
LUMO energy (alpha / beta) ... -4.522 / -7.809 eV
<S²> ... 2.0164
Molecular weight ... 108.1 g mol⁻¹
Total energy ... -361.598357 hartree
HOMO (alpha / beta) ... -12.3 / -15.1 eV
Energy relative to the best compared isomer or geometry (same formula, charge and spin) ... 104.21 kcal per mole

These are the Mulliken partial charges, in e, on atoms 1 to 6: C -0.708; C -0.193; C -0.234; C -0.308; C -0.069; C -0.092

***

Formula: C6H6NS
Source: OMol25
Level of theory: ωB97M-V/def2-TZVPD

Structure (ORCA input):
```
! RIJCOSX wB97M-V def2-TZVPD def2/J DEFGRID3
* xyz 1 1
C -0.370 1.670 -0.959
C -0.052 0.568 -0.212
C 0.469 -0.591 -1.426
C 0.170 0.044 -2.741
C -0.142 -1.184 1.512
C -0.008 0.262 1.243
N 0.661 -1.225 -2.509
S -0.362 1.577 -2.772
H -0.535 2.602 -0.332
H -0.992 -1.780 1.029
H 0.053 -1.399 2.533
H 0.735 -1.874 1.120
H 1.049 0.534 1.750
H -0.676 0.796 1.764
*
```

Computed properties:
LUMO energy ... -5.352 eV
Molecular weight ... 124.2 g mol⁻¹
Total energy ... -684.674126 hartree
HOMO ... -15.0 eV
Energy relative to the best compared isomer or geometry (same formula, charge and spin) ... 93.18 kcal per mole

These are the natural (NBO) partial charges, in e, on atoms 1 to 6: C -0.358; C 0.115; C 0.343; C -0.046; C -0.626; C -0.488

***

Formula: C6H6O
Source: OMol25
Level of theory: ωB97M-V/def2-TZVPD

Structure (ORCA input):
```
! RIJCOSX wB97M-V def2-TZVPD def2/J DEFGRID3
* xyz 0 1
O 0.906 1.507 -0.975
C -0.293 1.072 -0.376
C -0.748 -0.306 -0.902
C 0.148 -1.399 -0.513
C 0.867 -2.311 -0.197
C -0.206 1.020 1.095
C -0.121 0.861 2.285
H 1.619 0.939 -0.650
H -1.044 1.813 -0.672
H -0.809 -0.257 -1.995
H -1.754 -0.513 -0.518
H 1.485 -3.138 0.077
H -0.049 0.711 3.340
*
```

Computed properties:
SMILES ... C#CC[C@H](O)C#C
LUMO energy ... 0.920 eV
Molecular weight ... 94.1 g mol⁻¹
Total energy ... -307.324293 hartree
HOMO ... -10.1 eV
Energy relative to the best compared isomer or geometry (same formula, charge and spin) ... 87.31 kcal per mole

These are the natural (NBO) partial charges, in e, on atoms 1 to 6: O -0.690; C 0.039; C -0.494; C -0.002; C -0.248; C -0.041

***

Formula: C6H6O
Source: OMol25
Level of theory: ωB97M-V/def2-TZVPD

Structure (ORCA input):
```
! RIJCOSX wB97M-V def2-TZVPD def2/J DEFGRID3
* xyz 0 1
C -1.401 0.164 0.969
C -0.381 0.783 0.760
C 0.666 -0.429 -2.415
C -0.562 -0.816 -2.132
C 1.692 0.411 -2.566
C 0.788 1.634 0.704
O -1.493 -1.468 -1.912
H -2.208 -0.525 1.055
H 2.661 -0.076 -2.416
H 1.545 1.408 -2.783
H 0.728 2.447 1.391
H 1.153 1.803 -0.327
H 1.571 1.082 1.189
*
```

Computed properties:
SMILES ... C=C=C=O.C#CC
LUMO energy ... -0.553 eV
Molecular weight ... 94.1 g mol⁻¹
Total energy ... -307.287772 hartree
HOMO ... -8.8 eV
Energy relative to the best compared isomer or geometry (same formula, charge and spin) ... 110.23 kcal per mole

These are the natural (NBO) partial charges, in e, on atoms 1 to 6: C -0.254; C -0.007; C -0.334; C 0.652; C -0.284; C -0.699

***

Formula: C6H6O
Source: OMol25
Level of theory: ωB97M-V/def2-TZVPD

Structure (ORCA input):
```
! RIJCOSX wB97M-V def2-TZVPD def2/J DEFGRID3
* xyz 0 1
C -1.004 0.290 -1.425
C -1.188 0.353 0.402
C -0.633 -0.707 1.190
C 0.596 -0.818 0.295
C 0.493 0.054 -0.998
C -0.178 1.448 -0.888
O -0.499 1.503 0.480
H -0.277 -0.414 2.144
H -1.236 -1.609 1.221
H 1.604 -0.409 0.861
H 0.639 -1.821 -0.101
H 1.450 -0.150 -1.635
H 0.231 2.278 -1.547
*
```

Computed properties:
LUMO energy (alpha / beta) ... -0.679 / -0.681 eV
Molecular weight ... 94.1 g mol⁻¹
Total energy ... -307.175136 hartree
HOMO (alpha / beta) ... -7.8 / -7.8 eV
Energy relative to the best compared isomer or geometry (same formula, charge and spin) ... 180.91 kcal per mole

These are the natural (NBO) partial charges, in e, on atoms 1 to 6: C -0.247; C 0.499; C -0.536; C -0.379; C -0.284; C -0.021